This record from the OMol25 dataset describes a molecular structure, C3H2O4S2. The level of theory is wB97M-V/def2-TZVPD.

ΔE to the lowest compared entry with this formula, charge and spin in kJ/mol: 389.5
Multiplicity: 1
E_HOMO (spin up / spin down) in Eh: -0.386 / -0.386
Kohn-Sham gap (spin up / spin down) in eV: 7.5 / 7.5
Molecular weight in Da: 166.18
Charge: 0

Geometry as XYZ:
```
11
Properties=species:S:1:pos:R:3:forces:R:3
C -1.19475 -0.12197 0.16077 -1.702 0.383 -2.123
C 0.22627 0.20597 0.23334 0.357 -1.779 -0.030
O 1.47144 0.50678 -2.28392 -2.673 -1.137 0.454
S 0.18845 0.55526 -1.57268 4.371 4.563 0.458
H -1.69144 -0.76518 0.80389 -0.554 -1.062 1.450
O 0.26371 -0.90616 2.51946 0.805 -0.517 -0.237
S 1.08803 -0.69837 1.36133 -0.866 1.234 0.263
C -0.78967 -0.83335 -1.12395 1.120 -0.335 0.565
O 2.50165 -0.58506 1.39393 0.083 -0.405 -0.107
H -1.80382 0.69168 -0.18257 -0.383 0.979 0.918
O -0.25987 1.95039 -1.30959 -0.559 -1.924 -1.609
```
Forces are in eV/Å.

***

This record from the OMol25 dataset describes a molecular structure, C3H2O4Sm. The level of theory is wB97M-V/def2-TZVPD.

ΔE to the lowest compared entry with this formula, charge and spin in kJ/mol: 234.5
Multiplicity: 7
E_HOMO (spin up / spin down) in Eh: -0.259 / -0.300
Kohn-Sham gap (spin up / spin down) in eV: 6.1 / 7.0
Molecular weight in Da: 252.41
Charge: 0

Geometry as XYZ:
```
10
Properties=species:S:1:pos:R:3:forces:R:3
O 2.31878 -1.36458 0.31020 -0.701 0.755 -0.017
C 1.52831 -0.48322 0.13603 1.423 -1.750 -0.132
O -2.14417 0.12360 0.12285 -1.070 -1.074 0.175
H -2.05254 -1.94467 0.98075 -0.909 1.462 -0.827
H -2.67193 -1.72786 -0.75206 -0.099 0.090 0.644
C -2.02865 -1.23459 0.00881 0.475 -1.769 0.574
O 1.53229 0.77235 0.16972 1.578 0.077 0.439
C -0.67632 -1.82805 -0.13120 0.290 -0.764 -0.672
O 0.13155 -0.79652 -0.26713 -0.231 0.711 0.168
Sm -0.54392 1.45238 -0.16662 -0.755 2.262 -0.352
```
Forces are in eV/Å.

***

This record from the OMol25 dataset describes a single C3H2S3 molecule. The level of theory is wB97M-V/def2-TZVPD.

ΔE to the lowest compared entry with this formula, charge and spin in kJ/mol: 217.9
Multiplicity: 1
E_HOMO in Eh: -0.313
Kohn-Sham gap in eV: 6.1
Molecular weight in Da: 134.25
Charge: 0

Geometry as XYZ:
```
8
Properties=species:S:1:pos:R:3:forces:R:3
S -1.75207 -1.66110 -0.25051 0.109 -0.306 -0.222
S 2.08124 -0.03356 -0.28569 0.047 -0.306 0.193
H 0.54379 -2.07495 0.54396 -1.466 0.444 -0.961
C -0.21517 -1.35341 0.06384 1.377 -0.537 1.803
S -1.65202 1.74472 -0.19551 -1.717 0.442 -0.169
C 0.48672 -0.06087 0.01341 -0.217 1.519 -1.088
C -0.15946 1.33107 0.00230 2.912 -0.306 0.544
H 0.66696 2.10810 0.10820 -1.046 -0.949 -0.100
```
Forces are in eV/Å.

***

This record from the OMol25 dataset describes 13 unconnected molecules or ions with the total composition C3H30O13. The level of theory is wB97M-V/def2-TZVPD.

ΔE to the lowest compared entry with this formula, charge and spin in kJ/mol: 412.9
Multiplicity: 1
E_HOMO in Eh: -0.388
Kohn-Sham gap in eV: 10.6
Molecular weight in Da: 274.26
Charge: 0

Geometry as XYZ:
```
46
Properties=species:S:1:pos:R:3:forces:R:3
C -3.03490 0.31537 -2.29083 -0.594 2.755 4.694
H 0.17704 2.32232 -0.88620 -0.496 -4.369 -0.612
O 2.76559 -2.53651 2.06759 2.347 1.244 0.562
H -2.03002 -1.33873 3.02955 -0.319 -0.056 -0.103
H 0.33149 -3.06885 -2.76330 -0.195 -0.230 -0.057
H -1.43180 -1.08532 -2.54684 0.605 -0.111 -0.823
O 3.38592 0.03294 3.33049 -0.564 0.336 -0.110
O -3.24767 1.06798 -1.25214 0.919 -3.477 -4.684
C -2.44761 -1.05925 -2.26392 -5.053 -2.429 -0.907
O -2.97970 1.34623 1.32869 -2.593 0.172 -1.900
C -2.61955 -1.71727 -0.88651 3.022 1.409 -0.159
H 0.53537 0.38994 -1.00151 1.441 0.860 0.076
O 0.99084 -2.42096 -2.52220 0.791 -0.876 -0.404
O 0.23410 2.12949 -3.44007 3.134 2.143 -1.752
H 4.11182 -1.47584 0.90817 -1.904 1.183 -1.019
H -2.59868 -0.84531 -0.15618 1.471 -1.460 -0.285
O 2.94184 3.09294 0.51592 -0.475 0.926 2.882
O -0.10220 0.17769 -1.64915 -1.689 -5.151 8.251
O -1.20913 -0.91005 2.79442 0.157 -1.126 1.277
H 0.36766 2.96942 -2.94979 -0.943 -0.529 0.499
H 0.25477 3.30361 0.28602 0.162 -0.204 2.276
H -3.22392 -1.76553 -3.06652 2.630 2.235 1.830
H -3.55412 -2.02741 -0.60454 -2.645 -1.340 -0.347
H -3.86829 1.50072 0.81487 1.906 -0.078 2.157
H -3.35338 0.71662 -3.22045 -0.192 0.463 -1.132
O 3.52630 -0.87181 0.35117 5.764 -1.153 -2.164
H 1.04339 2.34465 -4.05401 -2.234 -1.424 1.095
H -0.23729 1.15024 3.27993 1.042 0.809 -0.963
O 0.23424 -1.81664 1.08294 -0.434 2.526 -1.650
H 3.16556 2.58974 -0.21451 0.611 -1.411 -2.600
H 0.52128 -1.66405 -2.21562 -0.530 1.049 0.444
H 0.62529 2.28106 2.54043 -0.777 -1.577 0.017
H -0.26390 -1.11247 1.65531 1.017 -2.242 -0.917
H 2.03994 -2.16068 1.60707 -1.889 -0.137 -0.744
O 0.23164 1.36759 2.43128 0.170 1.052 1.149
H -1.36035 0.00295 2.72688 -1.143 1.915 -0.345
H -1.88833 -2.59623 -0.89069 -0.855 1.482 1.032
H 2.75024 -0.67663 0.74252 -3.732 0.664 2.302
H 0.07275 -1.42742 0.16986 0.410 -1.168 1.395
H 3.22638 2.50981 1.23921 -0.006 0.329 -0.026
H -0.12243 0.50500 -2.43040 1.016 4.419 -7.807
H 2.56929 -3.38527 2.36664 -0.827 -1.967 0.674
O 0.22906 3.17166 -0.62256 0.087 4.645 -1.957
H 3.37180 -0.62905 2.60983 -0.268 0.359 0.940
H -2.58655 1.06286 0.48447 0.819 0.022 0.387
H 2.45621 0.24045 3.56470 0.835 -0.484 -0.473
```
Forces are in eV/Å.

***

Question: Which of these has the lowest ΔE to the lowest compared entry with this formula, charge and spin?
Answer: C3H2S3